The following is a DFT calculation (ωB97M-V/def2-TZVPD) of a structure of composition C20H58CrO18 at a distorted geometry.

The geometry in XYZ format:
```
97
C20H58CrO18 | the OMol25 dataset | ωB97M-V/def2-TZVPD
Cr -12.965 12.627 10.502
C -11.382 8.405 9.147
C -12.525 9.408 9.416
O -12.263 10.785 9.533
H -11.689 7.400 8.859
H -10.919 8.369 10.133
H -10.635 8.806 8.462
H -13.044 9.070 10.313
H -13.301 9.322 8.656
C -17.100 12.354 8.940
C -15.592 12.300 8.541
O -14.869 12.968 9.568
H -17.397 11.690 9.752
H -17.783 11.940 8.198
H -17.466 13.340 9.226
H -15.451 12.820 7.594
H -15.261 11.263 8.480
C -8.108 10.890 13.424
C -8.769 9.890 12.458
O -9.089 10.445 11.208
O -8.996 11.895 13.650
H -7.249 11.492 13.128
H -7.947 10.461 14.413
H -9.693 9.445 12.826
H -8.037 9.091 12.342
H -9.743 9.893 10.771
H -8.578 12.452 14.310
C -14.649 9.913 5.789
C -14.227 10.468 4.485
O -14.659 11.742 4.138
O -16.059 10.148 5.950
H -14.171 10.399 6.639
H -14.430 8.845 5.794
H -14.525 9.851 3.637
H -13.142 10.398 4.408
H -14.629 11.803 3.180
H -16.187 10.993 5.512
C -14.815 10.411 12.096
C -16.156 11.084 12.652
O -16.179 12.400 12.094
O -13.713 11.286 12.146
H -15.060 10.269 11.044
H -14.509 9.487 12.587
H -16.179 11.128 13.741
H -16.971 10.400 12.415
H -15.830 12.425 11.199
H -13.485 11.324 13.078
C -14.047 5.897 11.583
C -12.526 5.951 11.863
O -12.004 4.699 12.272
O -14.702 5.725 12.789
H -14.281 5.052 10.936
H -14.448 6.778 11.081
H -12.282 6.729 12.587
H -12.061 6.301 10.941
H -12.589 4.334 12.940
H -15.652 5.624 12.688
C -9.911 4.793 8.423
C -8.986 6.018 8.384
O -8.602 6.438 7.085
O -9.275 3.587 7.995
H -10.791 4.986 7.810
H -10.273 4.687 9.446
H -8.108 5.743 8.968
H -9.416 6.867 8.916
H -8.684 7.395 7.088
H -8.580 3.449 8.643
C -6.750 8.807 8.943
C -7.085 9.320 7.515
O -8.450 9.301 7.122
O -5.375 8.305 9.019
H -7.416 7.993 9.230
H -6.845 9.579 9.706
H -6.615 8.741 6.720
H -6.652 10.317 7.444
H -8.817 10.179 7.255
H -5.232 7.725 8.267
C -10.370 12.490 6.838
C -10.106 12.372 5.300
O -8.734 12.195 4.977
O -9.858 11.437 7.688
H -11.449 12.509 6.991
H -9.933 13.450 7.112
H -10.514 13.228 4.762
H -10.472 11.410 4.943
H -8.587 11.971 4.055
H -10.523 11.421 8.380
C -15.654 4.451 8.178
C -14.329 5.087 7.820
O -13.463 4.041 7.412
O -15.511 3.434 9.147
H -16.275 4.102 7.353
H -16.338 5.143 8.669
H -13.889 5.602 8.674
H -14.459 5.740 6.956
H -13.431 3.393 8.119
H -15.853 2.584 8.863
```

Computed properties:
⟨S²⟩: 8.755
Energy above the lowest of the compared OMol25 structures with the same formula, charge and spin, eV: 0.0000
Net charge: -1
Calculated total energy, eV: -86950.39391
Multiplicity: 6

---

The following is a DFT calculation (ωB97M-V/def2-TZVPD) of a structure of composition C20H58CrO18 at a distorted geometry.

The geometry in XYZ format:
```
97
C20H58CrO18 | the OMol25 dataset | ωB97M-V/def2-TZVPD
Cr 1.644 -0.851 -2.105
C 4.986 -0.781 -0.510
C 3.853 -1.572 0.164
O 2.742 -1.750 -0.649
H 5.723 -0.531 0.258
H 4.587 0.180 -0.855
H 5.369 -1.350 -1.354
H 3.532 -1.093 1.095
H 4.309 -2.539 0.434
C -0.132 -0.085 0.848
C -0.126 0.989 -0.233
O 0.922 0.834 -1.141
H -0.340 -1.092 0.471
H -0.900 0.045 1.624
H 0.804 -0.221 1.399
H -0.127 2.027 0.124
H -1.049 0.801 -0.816
C -3.398 3.194 0.201
C -4.563 2.732 1.062
O -5.764 3.379 0.715
O -3.275 4.627 0.341
H -3.601 3.102 -0.868
H -2.495 2.658 0.494
H -4.313 2.799 2.124
H -4.703 1.666 0.853
H -5.538 4.286 0.474
H -2.367 4.858 0.567
C -3.406 -0.061 -2.892
C -4.717 0.317 -2.211
O -5.823 -0.082 -3.054
O -3.396 -1.438 -3.246
H -2.607 0.207 -2.187
H -3.262 0.468 -3.834
H -4.719 1.397 -2.078
H -4.861 -0.293 -1.315
H -5.517 -0.930 -3.410
H -3.141 -1.968 -2.478
C 1.433 -4.298 2.053
C 0.007 -4.032 1.624
O -0.410 -4.952 0.629
O 1.802 -3.655 3.270
H 2.198 -4.195 1.279
H 1.457 -5.384 2.269
H 0.067 -3.004 1.249
H -0.694 -4.079 2.458
H -0.787 -5.721 1.064
H 2.702 -3.925 3.468
C 0.736 4.833 -0.948
C 0.363 4.117 -2.228
O 0.388 4.987 -3.360
O -0.364 5.470 -0.328
H 1.628 5.428 -1.201
H 1.156 4.118 -0.237
H -0.573 3.557 -2.159
H 1.175 3.394 -2.376
H -0.015 4.537 -4.105
H -0.895 5.820 -1.055
C 2.537 -0.332 3.748
C 1.747 0.898 4.144
O 2.581 1.892 4.761
O 3.758 -0.014 3.077
H 1.936 -0.933 3.053
H 2.810 -0.990 4.574
H 0.973 0.700 4.890
H 1.316 1.347 3.250
H 3.037 1.492 5.507
H 3.468 0.297 2.198
C 1.014 -3.332 -3.945
C 0.427 -3.446 -2.559
O -0.040 -2.182 -2.082
O 2.105 -2.377 -3.777
H 0.336 -2.903 -4.691
H 1.411 -4.243 -4.393
H 1.239 -3.832 -1.934
H -0.392 -4.162 -2.483
H -0.856 -2.308 -1.581
H 2.538 -2.202 -4.618
C -4.370 -2.165 1.325
C -3.023 -2.484 0.706
O -2.953 -2.779 -0.671
O -5.212 -3.319 1.450
H -4.904 -1.372 0.802
H -4.136 -1.889 2.355
H -2.451 -3.191 1.308
H -2.509 -1.531 0.903
H -3.120 -3.715 -0.825
H -5.846 -3.335 0.728
C 4.720 3.024 0.190
C 3.479 2.765 1.013
O 3.032 1.428 0.833
O 5.827 2.223 0.500
H 5.069 4.042 0.378
H 4.411 2.951 -0.862
H 2.746 3.529 0.733
H 3.646 2.866 2.089
H 2.363 1.341 0.140
H 5.575 1.298 0.382
```

Computed properties:
⟨S²⟩: 6.016
Energy above the lowest of the compared OMol25 structures with the same formula, charge and spin, eV: 0.1550
Calculated total energy, eV: -86951.69032
Multiplicity: 5

---

The following is a DFT calculation (ωB97M-V/def2-TZVPD) of a cluster of 5 separate species, C20H60BN4O4 in total at a distorted geometry.

The geometry in XYZ format:
```
89
C20H60BN4O4 | the OMol25 dataset | ωB97M-V/def2-TZVPD
B -15.939 4.632 -11.455
H -15.829 4.285 -12.471
H -14.946 4.806 -11.070
H -16.509 5.545 -11.530
H -16.516 3.901 -10.911
C -22.470 -0.823 -6.902
N -23.382 -0.955 -8.183
C -22.904 -2.112 -9.022
C -24.806 -1.396 -7.665
C -23.455 0.397 -8.995
C -22.154 0.790 -9.669
O -21.046 0.934 -8.848
H -22.694 0.091 -6.352
H -21.422 -0.874 -7.198
H -22.773 -1.654 -6.266
H -23.643 -2.195 -9.820
H -22.833 -3.027 -8.435
H -21.902 -1.936 -9.412
H -24.636 -2.336 -7.141
H -25.489 -1.605 -8.489
H -25.086 -0.636 -6.936
H -23.907 1.180 -8.386
H -24.196 0.195 -9.769
H -22.407 1.804 -9.979
H -22.054 0.064 -10.477
H -20.417 1.409 -9.397
C -10.978 4.480 -17.774
N -11.384 3.621 -16.577
C -12.901 3.253 -16.558
C -10.692 2.297 -16.694
C -11.041 4.347 -15.275
C -11.480 5.808 -15.039
O -12.881 5.938 -15.156
H -9.905 4.587 -17.617
H -11.559 5.371 -17.538
H -11.292 4.080 -18.738
H -13.440 4.197 -16.634
H -13.155 2.776 -15.611
H -13.118 2.824 -17.536
H -11.025 1.911 -17.658
H -10.964 1.603 -15.899
H -9.618 2.483 -16.700
H -9.954 4.424 -15.280
H -11.374 3.708 -14.458
H -11.020 6.508 -15.737
H -11.053 6.109 -14.082
H -13.292 5.258 -14.617
C -11.798 2.444 -6.645
N -11.957 0.937 -6.906
C -13.105 0.685 -7.888
C -10.665 0.418 -7.447
C -12.274 0.170 -5.515
C -13.676 0.450 -4.789
O -13.658 1.806 -4.290
H -11.453 3.024 -7.501
H -11.219 2.648 -5.745
H -12.787 2.892 -6.548
H -13.976 1.163 -7.439
H -13.283 -0.376 -8.065
H -12.827 1.200 -8.807
H -10.880 -0.616 -7.716
H -9.890 0.666 -6.722
H -10.484 0.988 -8.358
H -11.457 0.376 -4.823
H -12.317 -0.887 -5.781
H -13.800 -0.146 -3.885
H -14.577 0.389 -5.400
H -14.422 2.020 -3.749
C -20.531 6.619 -4.651
N -19.868 7.880 -5.339
C -20.928 8.496 -6.306
C -19.518 8.896 -4.194
C -18.656 7.441 -6.198
C -17.967 8.593 -7.002
O -18.602 8.716 -8.315
H -19.867 6.139 -3.932
H -20.717 5.965 -5.503
H -21.419 6.850 -4.064
H -20.615 9.407 -6.816
H -21.835 8.665 -5.726
H -21.052 7.825 -7.156
H -18.777 8.408 -3.560
H -20.492 9.087 -3.744
H -19.062 9.714 -4.752
H -18.967 6.630 -6.856
H -17.924 7.052 -5.491
H -16.896 8.395 -7.039
H -17.955 9.572 -6.523
H -18.235 8.000 -8.838
```

Computed properties:
Net charge: +3
Calculated total energy, eV: -36508.59679

---

What is the calculated total energy in the third record? -36508.59679 eV

---

Please write out number 2 again, unchanged.
The following is a DFT calculation (ωB97M-V/def2-TZVPD) of a structure of composition C20H58CrO18 at a distorted geometry.

The geometry in XYZ format:
```
97
C20H58CrO18 | the OMol25 dataset | ωB97M-V/def2-TZVPD
Cr 1.644 -0.851 -2.105
C 4.986 -0.781 -0.510
C 3.853 -1.572 0.164
O 2.742 -1.750 -0.649
H 5.723 -0.531 0.258
H 4.587 0.180 -0.855
H 5.369 -1.350 -1.354
H 3.532 -1.093 1.095
H 4.309 -2.539 0.434
C -0.132 -0.085 0.848
C -0.126 0.989 -0.233
O 0.922 0.834 -1.141
H -0.340 -1.092 0.471
H -0.900 0.045 1.624
H 0.804 -0.221 1.399
H -0.127 2.027 0.124
H -1.049 0.801 -0.816
C -3.398 3.194 0.201
C -4.563 2.732 1.062
O -5.764 3.379 0.715
O -3.275 4.627 0.341
H -3.601 3.102 -0.868
H -2.495 2.658 0.494
H -4.313 2.799 2.124
H -4.703 1.666 0.853
H -5.538 4.286 0.474
H -2.367 4.858 0.567
C -3.406 -0.061 -2.892
C -4.717 0.317 -2.211
O -5.823 -0.082 -3.054
O -3.396 -1.438 -3.246
H -2.607 0.207 -2.187
H -3.262 0.468 -3.834
H -4.719 1.397 -2.078
H -4.861 -0.293 -1.315
H -5.517 -0.930 -3.410
H -3.141 -1.968 -2.478
C 1.433 -4.298 2.053
C 0.007 -4.032 1.624
O -0.410 -4.952 0.629
O 1.802 -3.655 3.270
H 2.198 -4.195 1.279
H 1.457 -5.384 2.269
H 0.067 -3.004 1.249
H -0.694 -4.079 2.458
H -0.787 -5.721 1.064
H 2.702 -3.925 3.468
C 0.736 4.833 -0.948
C 0.363 4.117 -2.228
O 0.388 4.987 -3.360
O -0.364 5.470 -0.328
H 1.628 5.428 -1.201
H 1.156 4.118 -0.237
H -0.573 3.557 -2.159
H 1.175 3.394 -2.376
H -0.015 4.537 -4.105
H -0.895 5.820 -1.055
C 2.537 -0.332 3.748
C 1.747 0.898 4.144
O 2.581 1.892 4.761
O 3.758 -0.014 3.077
H 1.936 -0.933 3.053
H 2.810 -0.990 4.574
H 0.973 0.700 4.890
H 1.316 1.347 3.250
H 3.037 1.492 5.507
H 3.468 0.297 2.198
C 1.014 -3.332 -3.945
C 0.427 -3.446 -2.559
O -0.040 -2.182 -2.082
O 2.105 -2.377 -3.777
H 0.336 -2.903 -4.691
H 1.411 -4.243 -4.393
H 1.239 -3.832 -1.934
H -0.392 -4.162 -2.483
H -0.856 -2.308 -1.581
H 2.538 -2.202 -4.618
C -4.370 -2.165 1.325
C -3.023 -2.484 0.706
O -2.953 -2.779 -0.671
O -5.212 -3.319 1.450
H -4.904 -1.372 0.802
H -4.136 -1.889 2.355
H -2.451 -3.191 1.308
H -2.509 -1.531 0.903
H -3.120 -3.715 -0.825
H -5.846 -3.335 0.728
C 4.720 3.024 0.190
C 3.479 2.765 1.013
O 3.032 1.428 0.833
O 5.827 2.223 0.500
H 5.069 4.042 0.378
H 4.411 2.951 -0.862
H 2.746 3.529 0.733
H 3.646 2.866 2.089
H 2.363 1.341 0.140
H 5.575 1.298 0.382
```

Computed properties:
⟨S²⟩: 6.016
Energy above the lowest of the compared OMol25 structures with the same formula, charge and spin, eV: 0.1550
Calculated total energy, eV: -86951.69032
Multiplicity: 5